# 1
{
  "formula": "C32H27N2NiO7P2S",
  "method": "ωB97M-V/def2-TZVPD",
  "species": ["Ni", "S", "P", "P", "O", "O", "O", "O", "O", "O", "O", "N", "N", "C", "C", "C", "C", "C", "C", "C", "C", "C", "C", "C", "C", "C", "C", "C", "C", "C", "C", "C", "C", "C", "C", "C", "C", "C", "C", "C", "C", "C", "C", "C", "C", "H", "H", "H", "H", "H", "H", "H", "H", "H", "H", "H", "H", "H", "H", "H", "H", "H", "H", "H", "H", "H", "H", "H", "H", "H", "H", "H"],
  "coordinates": [[-1.194, 0.908, -0.159], [-2.794, -1.746, -0.130], [0.467, -0.391, 1.139], [0.397, -0.554, -1.575], [-3.017, -2.095, -1.514], [-2.252, 2.080, 4.210], [-1.607, 1.904, -1.816], [-2.793, -0.281, 0.123], [-0.713, 1.444, 2.691], [-2.922, 3.532, -2.620], [-1.632, -2.381, 0.486], [-2.282, 2.461, 0.684], [1.150, -1.258, -0.213], [4.041, 0.881, -2.810], [1.361, 1.578, -3.060], [2.757, 0.617, 2.530], [3.767, 2.728, 1.970], [3.063, 0.090, -2.229], [-2.903, 3.148, -0.282], [1.559, -3.548, 3.508], [-2.471, 2.851, -1.713], [-0.144, -3.991, -4.600], [1.720, 0.430, -2.357], [0.545, -1.618, 2.474], [1.533, -2.601, 2.495], [-0.191, -3.185, -2.333], [0.232, -2.730, -5.038], [2.344, 2.365, -3.649], [0.212, -1.924, -2.765], [-2.567, 2.711, 1.963], [-0.382, -2.531, 4.495], [-4.200, 4.337, 1.313], [-0.417, -1.585, 3.481], [1.809, 0.790, 1.530], [3.681, 2.018, -3.524], [-0.354, -4.215, -3.247], [0.414, -1.702, -4.126], [-1.775, 1.985, 3.073], [1.845, 1.956, 0.765], [-3.864, 4.102, -0.012], [-3.545, 3.636, 2.307], [2.821, 2.916, 0.972], [3.730, 1.582, 2.750], [-4.219, -2.291, 0.777], [0.599, -3.512, 4.509], [-1.159, -0.798, 3.471], [5.085, 0.617, -2.700], [-4.078, -2.050, 1.828], [-5.090, -1.778, 0.375], [4.446, 2.640, -3.972], [-1.128, -2.498, 5.279], [-0.283, -4.795, -5.312], [2.060, 3.257, -4.193], [-4.318, 4.622, -0.843], [2.728, -0.269, 3.153], [1.135, -2.269, -0.167], [0.618, -4.250, 5.302], [2.291, -2.623, 1.720], [-0.672, -5.189, -2.899], [0.720, -0.725, -4.477], [1.101, 2.114, -0.011], [2.329, -4.309, 3.517], [4.457, 1.441, 3.540], [-3.743, 3.776, 3.360], [0.388, -2.543, -6.093], [0.315, 1.860, -3.123], [-4.959, 5.069, 1.565], [2.834, 3.811, 0.363], [-4.312, -3.366, 0.637], [-0.433, -3.351, -1.290], [3.336, -0.784, -1.649], [4.526, 3.480, 2.147]],
  "forces_ev_per_a": [[-0.10, -0.40, -0.26], [-0.01, -0.19, 0.18], [0.07, 0.29, 0.07], [-0.04, -0.05, -0.09], [0.00, 0.02, -0.02], [-0.09, -0.14, 0.02], [-0.03, 0.06, 0.09], [-0.01, 0.16, -0.11], [-0.01, -0.17, 0.00], [-0.03, -0.02, -0.02], [-0.03, -0.05, -0.11], [0.13, 0.10, 0.05], [-0.21, 0.06, 0.00], [0.00, 0.00, 0.00], [-0.01, -0.02, 0.00], [-0.02, -0.03, -0.03], [0.03, 0.01, 0.03], [0.00, 0.00, 0.01], [-0.04, -0.03, -0.02], [-0.01, 0.00, 0.02], [0.10, 0.06, 0.05], [0.01, 0.00, 0.00], [0.00, 0.03, 0.01], [-0.14, 0.06, 0.07], [-0.03, 0.02, -0.07], [-0.06, 0.04, 0.00], [0.00, 0.00, 0.00], [-0.01, 0.01, -0.01], [0.07, -0.02, 0.02], [-0.06, -0.11, 0.06], [-0.05, 0.06, 0.00], [0.02, 0.00, 0.00], [0.16, 0.00, -0.04], [0.09, 0.04, -0.01], [0.00, -0.01, 0.01], [0.00, -0.01, 0.01], [0.02, -0.01, -0.01], [0.11, 0.25, -0.02], [0.04, -0.16, 0.05], [-0.03, -0.01, 0.00], [0.04, 0.02, 0.00], [-0.03, -0.01, -0.03], [0.01, -0.01, 0.00], [0.07, 0.01, -0.01], [0.02, -0.03, -0.01], [-0.04, 0.01, 0.03], [0.00, 0.00, 0.00], [0.01, 0.02, -0.01], [0.00, 0.00, 0.01], [0.00, 0.00, 0.00], [0.00, 0.00, 0.00], [0.00, 0.00, 0.00], [0.01, 0.00, 0.00], [0.01, 0.01, 0.00], [0.00, 0.02, 0.01], [0.08, 0.01, 0.01], [-0.01, 0.01, 0.00], [0.01, -0.01, 0.02], [0.00, 0.00, 0.00], [0.00, 0.00, 0.00], [0.00, 0.08, 0.00], [0.00, 0.00, -0.01], [0.00, 0.00, 0.00], [-0.02, -0.01, 0.00], [0.00, 0.00, 0.00], [0.00, 0.01, 0.01], [0.00, 0.00, 0.00], [0.00, 0.00, 0.00], [0.01, 0.00, 0.00], [0.01, 0.00, 0.03], [0.00, 0.00, 0.00], [0.00, 0.01, 0.00]],
  "mulliken_spin": [1.698, 0.005, -0.033, 0.062, 0.001, 0.000, 0.054, 0.037, 0.005, 0.006, -0.001, 0.054, -0.003, 0.000, 0.009, -0.003, 0.001, 0.001, 0.024, 0.000, -0.012, 0.007, -0.002, 0.016, 0.000, 0.010, -0.004, 0.000, 0.013, 0.010, -0.001, -0.001, 0.004, -0.003, 0.000, -0.005, 0.005, -0.005, 0.015, 0.003, 0.002, 0.006, 0.000, 0.003, 0.001, 0.001, 0.000, 0.000, 0.000, 0.000, 0.000, 0.001, 0.000, 0.001, 0.000, 0.002, 0.000, 0.001, 0.000, -0.001, 0.011, 0.000, 0.000, 0.001, 0.000, 0.003, 0.000, 0.001, 0.001, 0.003, 0.000, 0.000],
  "charge": -1,
  "homo_lumo_gap_ev": [8.09, 8.31],
  "multiplicity": 3,
  "total_energy_ha": -4461.2531,
  "homo_ev": [-5.4986, -5.7418],
  "s_squared": 2.006
}

---

# 2
{
  "formula": "C32H28BClCo2O8S",
  "method": "ωB97M-V/def2-TZVPD",
  "species": ["Co", "Co", "Cl", "S", "O", "O", "O", "O", "O", "O", "O", "O", "C", "C", "C", "C", "C", "C", "C", "C", "C", "C", "C", "C", "C", "C", "C", "C", "C", "C", "C", "C", "C", "C", "C", "C", "C", "C", "C", "C", "C", "C", "C", "C", "B", "H", "H", "H", "H", "H", "H", "H", "H", "H", "H", "H", "H", "H", "H", "H", "H", "H", "H", "H", "H", "H", "H", "H", "H", "H", "H", "H", "H"],
  "coordinates": [[2.873, -0.605, -3.354], [-0.460, -2.218, -1.035], [5.214, 2.933, 1.221], [-2.361, 3.104, -2.611], [2.926, 1.702, -5.135], [-1.142, -0.036, 1.009], [-0.942, 0.912, 3.124], [0.679, -2.505, 1.587], [4.885, -2.484, -4.351], [-1.422, -4.947, -1.437], [5.113, 0.169, -1.705], [-2.697, -0.739, -2.090], [2.644, 2.601, 0.433], [-1.497, -0.819, -1.917], [-1.013, -3.872, -1.347], [4.169, -0.039, -2.347], [-3.794, 5.395, -2.165], [-1.455, 3.208, -0.165], [3.391, 1.289, 2.375], [0.119, -2.335, 0.595], [-3.250, 0.841, 3.893], [-2.151, 0.117, 3.150], [2.245, -3.608, -2.384], [2.730, -4.867, -2.069], [2.122, 0.715, 2.468], [-2.318, 4.335, -0.305], [3.195, -2.713, -0.317], [1.834, -1.177, -1.799], [2.799, 0.812, -4.400], [2.440, -2.542, -1.487], [-1.774, -1.231, 3.817], [-3.391, 0.837, 0.933], [-2.466, -0.150, 1.610], [-0.386, 0.069, -2.036], [3.653, 2.227, 1.371], [-1.394, 2.497, -1.371], [3.689, -3.977, -0.011], [4.012, -1.819, -3.977], [-2.871, 4.407, -1.581], [3.439, -5.054, -0.879], [-3.011, -1.552, 1.405], [1.414, 1.930, 0.499], [1.089, 1.071, 1.568], [0.673, -0.668, -1.406], [-0.300, 0.515, 1.963], [-0.192, 0.611, -2.979], [-3.497, 1.768, 3.368], [-3.444, -1.649, 0.397], [-2.219, -2.311, 1.514], [-2.665, -1.856, 3.970], [-4.607, 4.896, -2.722], [-4.150, 0.219, 3.962], [-4.391, 0.804, 1.377], [-3.834, -1.730, 2.121], [2.558, -5.700, -2.755], [-4.224, 5.987, -1.346], [-3.231, 6.050, -2.850], [-0.942, 2.991, 0.774], [3.780, -6.054, -0.618], [-1.050, -1.822, 3.221], [-2.525, 5.026, 0.485], [1.707, -3.412, -3.311], [1.846, -0.012, 3.244], [-2.919, 1.071, 4.904], [-3.482, 0.562, -0.124], [4.177, 0.987, 3.099], [0.719, 2.111, -0.317], [-2.979, 1.843, 1.008], [2.854, 3.364, -0.335], [-1.315, -1.068, 4.800], [4.267, -4.120, 0.892], [-0.901, 1.554, -1.414], [3.407, -1.837, 0.297]],
  "forces_ev_per_a": [[-0.02, 0.14, 0.77], [1.70, 1.52, -2.18], [0.30, 0.15, 0.10], [-0.03, 0.63, 0.93], [-0.24, -1.73, 1.66], [-0.17, -0.12, 0.99], [0.26, -0.89, -0.46], [-1.03, 0.35, -1.01], [-1.96, 1.36, 0.88], [1.28, 1.89, -0.04], [-2.09, -0.10, -1.54], [2.05, -0.68, 0.44], [0.65, -0.95, 0.77], [-3.83, 2.12, -0.12], [-2.62, -2.67, 0.08], [1.63, -0.03, 2.22], [-0.39, 0.57, -0.06], [-0.40, 0.22, -1.70], [0.49, -0.38, 0.26], [1.46, -0.42, 1.59], [0.05, 0.05, -0.16], [-0.01, -1.06, -0.44], [-0.18, 0.41, 0.45], [0.24, -0.12, 0.14], [-0.59, 0.65, -0.39], [-0.26, -0.63, -1.73], [0.01, -0.18, -0.47], [2.30, 0.09, -0.27], [-0.25, 2.80, -2.62], [-0.85, 1.01, 0.60], [-0.02, -0.02, 0.30], [0.07, 0.20, 0.11], [0.02, -0.28, 0.61], [0.70, -2.48, -0.41], [-1.55, 0.01, -0.51], [0.28, 0.90, 2.68], [-0.22, -0.17, -0.56], [2.56, -2.11, -1.55], [0.44, -0.57, 0.79], [-0.08, 0.09, 0.20], [-0.28, -0.38, -0.37], [0.28, 0.27, 0.06], [1.63, -0.49, 0.54], [0.60, -1.93, 0.53], [-1.14, 1.73, -1.46], [-0.25, -0.66, -0.02], [-0.01, -0.07, 0.22], [0.25, 0.01, 0.24], [-0.59, 0.24, 0.09], [0.27, 0.16, -0.02], [0.30, 0.36, 0.22], [0.15, 0.09, -0.08], [0.13, 0.00, 0.00], [0.39, -0.07, -0.28], [0.09, 0.22, 0.27], [-0.01, 0.04, -0.42], [-0.44, -0.01, 0.18], [-0.14, -0.15, -0.56], [0.04, 0.24, -0.05], [-0.38, 0.49, 0.27], [-0.15, 0.35, 0.15], [-0.02, -0.20, 0.18], [0.53, 0.44, -0.12], [0.01, 0.05, 0.04], [0.08, 0.18, 0.15], [-0.51, 0.36, -0.70], [0.08, 0.09, 0.47], [-0.31, -0.05, -0.02], [-0.10, -0.64, 0.42], [-0.13, 0.19, -0.20], [0.00, -0.08, -0.02], [0.06, -0.07, -0.12], [-0.14, -0.31, 0.03]],
  "lowdin_charge": [0.189, 0.212, 0.674, 1.064, 0.106, 0.095, 0.157, 0.158, 0.144, 0.136, 0.156, 0.085, -0.071, -0.298, -0.062, -0.157, -0.130, -0.169, -0.101, -0.105, 0.001, -0.439, -0.092, -0.075, -0.029, -0.113, -0.048, -0.126, -0.138, -0.270, -0.006, 0.004, -0.424, -0.079, -0.679, -0.459, -0.060, -0.121, -0.587, -0.076, -0.013, -0.038, -0.062, -0.163, -0.633, 0.135, 0.089, 0.090, 0.074, 0.090, 0.079, 0.099, 0.101, 0.104, 0.112, 0.083, 0.083, 0.106, 0.101, 0.079, 0.104, 0.117, 0.123, 0.094, 0.086, 0.116, 0.077, 0.074, 0.115, 0.100, 0.105, -0.015, 0.123],
  "charge": 0,
  "homo_lumo_gap_ev": 6.12,
  "multiplicity": 1,
  "total_energy_ha": -5486.6930,
  "homo_ev": -7.9539
}